The ion C7H12NO with charge +1 in a non-equilibrium geometry, computed with the ωB97M-V functional and the def2-TZVPD basis.

```
21
Properties=species:S:1:pos:R:3:forces:R:3
C 1.5815 1.2161 -0.3114 -1.9 1.9 1.9
N 1.3261 -0.1846 -0.4564 0.1 -2.4 -0.3
C 2.3591 -1.0520 0.2841 -1.4 0.4 -0.7
C -0.0123 -0.5857 -0.0140 -4.1 1.6 -2.4
O -0.7908 -1.5107 -0.6630 0.4 0.8 -0.8
C -1.4790 -0.2054 -0.9011 5.5 -1.1 1.7
C -2.6723 0.0072 -0.1735 -1.7 1.6 -0.8
C -3.8007 0.6776 -0.2718 2.9 -3.0 1.2
C -3.7685 -0.3151 0.8044 0.3 -0.1 2.4
H 0.7896 1.8057 -0.8695 0.8 -0.6 1.2
H 1.6623 1.3588 0.7801 -0.4 0.8 -0.5
H 2.5034 1.4518 -0.7236 1.8 0.3 -0.8
H 1.4206 -0.2385 -1.4449 -0.1 -1.5 -1.3
H 2.0968 -0.9655 1.3102 -0.2 -0.1 0.9
H 2.3592 -2.0825 -0.0358 -0.3 -0.1 -0.3
H 3.2816 -0.5922 0.1427 1.7 0.6 -0.4
H -0.1378 -0.4017 1.0005 -0.1 -0.2 1.9
H -1.0567 0.3724 -1.7650 -1.4 -0.9 0.5
H -4.3478 1.3640 -0.7377 -2.1 2.5 -1.8
H -3.7696 0.0886 1.8799 0.4 -0.7 -1.5
H -4.2061 -1.3081 0.7361 -0.4 0.2 -0.1
```
Forces are in eV/Å.

Results
Gap between HOMO and LUMO (eV): 9.1
Electronic energy (eV): -10978.5797
HOMO level (hartree): -0.446
Total charge: +1
SMILES: C[NH+](C)[C@@H]1O[C@H]1C1=CC1
E_LUMO (eV): -3.058

Results of the natural (NBO) charge analysis, in e, for atoms 1 through 5: atom 1 (C): -0.4151, atom 2 (N): -0.3635, atom 3 (C): -0.3935, atom 4 (C): 0.1922, atom 5 (O): -0.4466